# C28H42N9O2Rh

A structure of composition C28H42N9O2Rh at a distorted geometry (ωB97M-V with the def2-TZVPD basis set, the Open Molecules 2025 dataset).

XYZ file:
```
82
C28H42N9O2Rh, DFT ωB97M-V with the def2-TZVPD basis set
Rh -0.2046 0.9033 -0.1306
N 0.7504 1.5914 1.9991
C 1.6154 2.7610 1.8683
C 0.9792 3.7775 0.9307
N 0.7416 3.1567 -0.3782
H -0.0406 1.7915 2.6057
H 1.2540 0.8140 2.4227
H 2.5680 2.4327 1.4428
H 1.8303 3.2339 2.8317
H 1.6228 4.6601 0.8582
H 0.0176 4.0916 1.3385
H 1.6304 2.9549 -0.8228
H 0.2101 3.7580 -0.9951
C 0.6187 -1.5083 -2.4464
C 1.6338 -0.3938 -2.1848
C 1.6499 0.5128 -3.4280
C 1.2763 0.5047 -0.9959
C 3.0279 -0.9615 -1.8912
C 3.1954 -1.9852 -0.9604
C 4.4535 -2.4588 -0.6265
C 5.5865 -1.9121 -1.2121
C 5.4406 -0.8835 -2.1271
C 4.1761 -0.4141 -2.4599
H -0.3846 -1.0937 -2.5077
H 0.6065 -2.2558 -1.6561
H 0.8561 -2.0079 -3.3884
H 0.6270 0.8169 -3.6581
H 2.0585 -0.0182 -4.2898
H 2.2336 1.4217 -3.2694
H 2.1795 0.9933 -0.5919
H 2.3316 -2.4070 -0.4756
H 4.5501 -3.2541 0.1031
H 6.5700 -2.2822 -0.9536
H 6.3143 -0.4352 -2.5831
H 4.0970 0.3893 -3.1792
N -1.6055 -0.7545 -0.3663
C -1.9925 -1.0450 0.6951
C -2.3885 -1.3822 1.9857
C -2.4339 -0.3426 2.9403
N -2.4483 0.5478 3.6768
C -2.5656 -2.7326 2.3468
N -2.6728 -3.8484 2.6286
C -4.2499 1.7618 -3.2623
C -2.7508 1.6394 -3.4534
N -2.0680 1.9112 -2.2004
C -2.6653 2.3960 -1.0695
N -2.0128 2.2888 0.0589
C -2.5862 2.9041 1.2517
C -4.1019 2.9616 1.1981
C -4.5143 3.6538 -0.0846
N -3.8818 2.9968 -1.2150
C -4.5124 3.0614 -2.5218
H -4.6179 0.9303 -2.6574
H -4.7606 1.7507 -4.2252
H -2.4261 2.3580 -4.2140
H -2.4782 0.6419 -3.8027
H -1.2234 1.3761 -1.9484
H -2.1919 3.9219 1.3781
H -2.2807 2.3243 2.1201
H -4.5001 3.4948 2.0616
H -4.4992 1.9436 1.2089
H -4.2327 4.7139 -0.0493
H -5.5955 3.6050 -0.2261
H -4.1246 3.9070 -3.1051
H -5.5797 3.2235 -2.3709
O 1.7975 -1.0771 3.3334
C 1.2202 -1.8703 2.6291
O 0.8712 -1.5872 1.3812
C 0.8012 -3.2681 3.0798
N 0.2859 -4.0157 1.9226
C 1.2812 -5.0475 1.5991
C 1.9273 -5.4130 2.9325
C 2.0002 -4.0641 3.6554
H 0.0181 -3.1235 3.8258
H 0.4214 -2.4144 1.0627
H -0.6190 -4.4215 2.1329
H 2.0319 -4.6232 0.9234
H 0.8093 -5.8863 1.0907
H 2.9038 -5.8825 2.8158
H 1.2772 -6.0985 3.4801
H 2.9323 -3.5431 3.4330
H 1.9284 -4.1661 4.7355
```

Calculated values
* strongest force on any atom: 0.037 Eh/bohr
* LUMO: 0.347 eV
* electronic energy: -50230.1355 eV
* orbital gap: 7.4 eV
* energy relative to the best compared isomer or geometry (same formula, charge and spin): 0.0 kcal/mol

# C28H42NO16

A cluster of 6 separate species, C28H42NO16 in total (ωB97M-V with the def2-TZVPD basis set, the Open Molecules 2025 dataset).

XYZ file:
```
87
C28H42NO16, DFT ωB97M-V with the def2-TZVPD basis set
C -0.3758 -3.2597 1.2499
C -1.5301 -2.5021 1.8583
O -2.4170 -2.0624 0.8303
C -1.0752 -1.3133 2.7257
N 0.1149 -0.6412 2.1771
C 0.1253 -0.2484 0.8850
C 1.2429 0.3575 0.3316
C 2.3627 0.5563 1.1282
C 2.3317 0.1779 2.4700
C 1.1842 -0.4224 2.9686
H 0.4327 -3.3653 1.9679
H -0.6984 -4.2277 0.8854
H 0.0514 -2.7320 0.4017
H -2.0696 -3.1755 2.5285
H -3.1897 -1.6848 1.2672
H -0.8619 -1.6742 3.7260
H -1.8805 -0.5903 2.8320
H -0.7708 -0.4629 0.3255
H 1.2034 0.6199 -0.7120
H 3.2615 1.0010 0.7258
H 3.1827 0.3354 3.1123
H 1.1153 -0.7444 3.9945
C 3.0682 -0.7127 -3.2366
C 3.7099 -1.5972 -2.1911
C 4.0923 -2.9723 -2.6943
O 3.9492 -3.7884 -1.5211
C 3.0553 -3.2022 -0.7109
O 2.5558 -3.7239 0.2383
O 2.7845 -1.9375 -1.1251
H 2.0233 -0.9985 -3.3762
H 3.0840 0.3277 -2.9272
H 3.5885 -0.7903 -4.1862
H 4.5671 -1.0972 -1.7334
H 5.1109 -3.0249 -3.0678
H 3.4069 -3.3419 -3.4596
C 4.8587 2.7329 6.4436
C 5.7687 2.4263 5.2763
C 6.2443 3.6407 4.5064
O 6.3980 3.1232 3.1760
C 5.5723 2.0735 3.0418
O 5.3116 1.5408 2.0068
O 5.0732 1.6933 4.2407
H 3.8481 2.9456 6.0949
H 4.7976 1.8831 7.1223
H 5.2292 3.5879 7.0083
H 6.6140 1.8161 5.6002
H 7.1896 4.0352 4.8682
H 5.5020 4.4418 4.4858
C 0.2454 3.9594 -6.3736
C 0.8351 2.8318 -5.5607
C 2.0437 3.2092 -4.7351
O 2.7986 1.9834 -4.6807
C 2.4676 1.2791 -5.8061
O 3.0550 0.3229 -6.1988
O 1.3928 1.8110 -6.4099
H 0.8416 4.1353 -7.2691
H -0.7650 3.7121 -6.6948
H 0.1977 4.8768 -5.7867
H 0.0642 2.3720 -4.9422
H 1.7885 3.5314 -3.7279
H 2.6549 3.9768 -5.2151
C -5.0925 0.5984 -0.8438
C -3.7361 1.1787 -1.1794
C -3.6200 2.6715 -0.9556
O -2.6572 3.0529 -1.9454
C -2.7182 2.1486 -2.9533
O -2.1883 2.2809 -4.0076
O -3.4504 1.0730 -2.5836
H -5.7998 0.7995 -1.6474
H -5.0334 -0.4842 -0.7288
H -5.4778 1.0142 0.0881
H -2.9493 0.6397 -0.6409
H -3.2610 2.9306 0.0375
H -4.5571 3.1981 -1.1477
C -5.5988 -4.1181 0.5657
C -6.2447 -3.5217 1.7925
C -7.7578 -3.5456 1.8172
O -8.0698 -2.3611 2.5663
C -7.0489 -1.4895 2.4207
O -7.0684 -0.3459 2.7372
O -5.9775 -2.1070 1.8552
H -5.6454 -3.4123 -0.2636
H -4.5458 -4.3161 0.7677
H -6.0669 -5.0537 0.2616
H -5.8378 -3.9766 2.6994
H -8.1655 -4.4247 2.3087
H -8.1948 -3.4530 0.8203
```

Calculated values
* strongest force on any atom: 0.017 Eh/bohr
* total charge: +1
* LUMO: -3.555 eV
* electronic energy: -63963.3198 eV
* orbital gap: 9.1 eV

# C28H42NO2SiTc

A structure of composition C28H42NO2SiTc at a distorted geometry (ωB97M-V with the def2-TZVPD basis set, the Open Molecules 2025 dataset).

XYZ file:
```
75
C28H42NO2SiTc, DFT ωB97M-V with the def2-TZVPD basis set
O -0.3130 -1.4616 -2.5024
C -0.2503 -0.2745 -3.4829
C -0.6162 -1.1353 -4.6639
H 0.7745 0.1020 -3.4641
H -1.0246 0.4532 -3.2116
C -0.6685 -2.3137 -3.6849
H 0.1846 -1.2098 -5.3999
H -1.5829 -0.8783 -5.0932
C 0.4237 -3.3139 -3.9520
H 1.4063 -2.8343 -3.8978
H 0.2633 -3.7147 -4.9583
H 0.3856 -4.1350 -3.2318
C -2.0151 -2.9541 -3.5905
H -2.7988 -2.2003 -3.5447
H -2.0948 -3.6304 -2.7362
H -2.1605 -3.5416 -4.4992
Tc -0.5768 -1.5255 -0.4611
C -2.3543 -1.4467 0.5940
C -1.7706 -0.1425 0.8034
C -2.0990 0.6495 -0.3632
H -1.3447 0.2175 1.7403
C -2.6745 -0.1939 -1.3315
C -2.7246 -1.5377 -0.7942
H -3.2233 -2.3933 -1.2379
H -2.6413 -2.1641 1.3492
H -1.9905 1.7292 -0.4458
H -3.1187 0.1119 -2.2769
C 0.4107 -2.2144 1.3000
C -0.5347 -3.1869 0.8079
C -0.1132 -3.5827 -0.5097
H -1.3899 -3.5867 1.3371
C 1.2102 -3.0117 -0.7148
C 1.5416 -2.2362 0.4237
H 2.4986 -1.7695 0.6420
H 0.3373 -1.6372 2.2124
H -0.6613 -4.2553 -1.1580
H 1.8633 -3.2098 -1.5612
O 1.4694 2.4507 -3.0430
C 0.8853 2.4878 -1.7184
C -0.3339 3.4189 -1.8025
H 1.6181 2.9097 -1.0000
H 0.6305 1.4611 -1.4025
C 0.1418 4.4926 -2.8074
H -0.6463 3.8222 -0.8338
H -1.1765 2.8651 -2.2401
C 1.2992 3.8010 -3.5592
H 0.5214 5.3647 -2.2621
H -0.6466 4.8149 -3.4956
H 2.2397 4.3627 -3.4048
H 1.1122 3.7527 -4.6414
C -1.4158 -1.4315 4.4000
Si 0.0966 -0.3210 4.6260
C -0.1724 0.9409 5.9759
C 1.5878 -1.4095 4.9934
N 0.3328 0.5058 3.1139
C 1.1222 1.4370 2.6237
C 0.5877 2.4254 1.7146
C 1.2951 3.5792 1.4108
C 2.6055 3.7485 1.8869
C 3.2123 2.7299 2.6374
C 2.5212 1.5715 2.9626
H -1.7616 -1.7954 5.3791
H -1.2044 -2.3089 3.7741
H -2.2413 -0.8752 3.9365
H -0.4515 0.4673 6.9259
H 0.7317 1.5397 6.1474
H -0.9824 1.6282 5.6985
H 1.3527 -2.4730 4.8451
H 2.4356 -1.1644 4.3410
H 1.9119 -1.2738 6.0347
H -0.4386 2.2717 1.3659
H 0.8359 4.3504 0.7875
H 3.1439 4.6702 1.6628
H 4.2344 2.8538 2.9998
H 2.9887 0.7573 3.5250
```

Calculated values
* strongest force on any atom: 0.080 Eh/bohr
* total charge: +1
* LUMO (spin up / spin down): -2.111 / -4.064 eV
* ⟨S²⟩: 3.82
* electronic energy: -45369.4815 eV
* spin multiplicity: 4
* orbital gap (spin up / spin down): 7.6 / 7.0 eV
* energy relative to the best compared isomer or geometry (same formula, charge and spin): 0.0 kcal/mol

- What is the electronic energy in the second record?
  -63963.3198 eV

- Which of these has the lowest electronic energy?
  C28H42NO16

- Among the records above, which one has the lowest electronic energy?
  C28H42NO16

Repeat the second record exactly.
# C28H42NO16

A cluster of 6 separate species, C28H42NO16 in total (ωB97M-V with the def2-TZVPD basis set, the Open Molecules 2025 dataset).

XYZ file:
```
87
C28H42NO16, DFT ωB97M-V with the def2-TZVPD basis set
C -0.3758 -3.2597 1.2499
C -1.5301 -2.5021 1.8583
O -2.4170 -2.0624 0.8303
C -1.0752 -1.3133 2.7257
N 0.1149 -0.6412 2.1771
C 0.1253 -0.2484 0.8850
C 1.2429 0.3575 0.3316
C 2.3627 0.5563 1.1282
C 2.3317 0.1779 2.4700
C 1.1842 -0.4224 2.9686
H 0.4327 -3.3653 1.9679
H -0.6984 -4.2277 0.8854
H 0.0514 -2.7320 0.4017
H -2.0696 -3.1755 2.5285
H -3.1897 -1.6848 1.2672
H -0.8619 -1.6742 3.7260
H -1.8805 -0.5903 2.8320
H -0.7708 -0.4629 0.3255
H 1.2034 0.6199 -0.7120
H 3.2615 1.0010 0.7258
H 3.1827 0.3354 3.1123
H 1.1153 -0.7444 3.9945
C 3.0682 -0.7127 -3.2366
C 3.7099 -1.5972 -2.1911
C 4.0923 -2.9723 -2.6943
O 3.9492 -3.7884 -1.5211
C 3.0553 -3.2022 -0.7109
O 2.5558 -3.7239 0.2383
O 2.7845 -1.9375 -1.1251
H 2.0233 -0.9985 -3.3762
H 3.0840 0.3277 -2.9272
H 3.5885 -0.7903 -4.1862
H 4.5671 -1.0972 -1.7334
H 5.1109 -3.0249 -3.0678
H 3.4069 -3.3419 -3.4596
C 4.8587 2.7329 6.4436
C 5.7687 2.4263 5.2763
C 6.2443 3.6407 4.5064
O 6.3980 3.1232 3.1760
C 5.5723 2.0735 3.0418
O 5.3116 1.5408 2.0068
O 5.0732 1.6933 4.2407
H 3.8481 2.9456 6.0949
H 4.7976 1.8831 7.1223
H 5.2292 3.5879 7.0083
H 6.6140 1.8161 5.6002
H 7.1896 4.0352 4.8682
H 5.5020 4.4418 4.4858
C 0.2454 3.9594 -6.3736
C 0.8351 2.8318 -5.5607
C 2.0437 3.2092 -4.7351
O 2.7986 1.9834 -4.6807
C 2.4676 1.2791 -5.8061
O 3.0550 0.3229 -6.1988
O 1.3928 1.8110 -6.4099
H 0.8416 4.1353 -7.2691
H -0.7650 3.7121 -6.6948
H 0.1977 4.8768 -5.7867
H 0.0642 2.3720 -4.9422
H 1.7885 3.5314 -3.7279
H 2.6549 3.9768 -5.2151
C -5.0925 0.5984 -0.8438
C -3.7361 1.1787 -1.1794
C -3.6200 2.6715 -0.9556
O -2.6572 3.0529 -1.9454
C -2.7182 2.1486 -2.9533
O -2.1883 2.2809 -4.0076
O -3.4504 1.0730 -2.5836
H -5.7998 0.7995 -1.6474
H -5.0334 -0.4842 -0.7288
H -5.4778 1.0142 0.0881
H -2.9493 0.6397 -0.6409
H -3.2610 2.9306 0.0375
H -4.5571 3.1981 -1.1477
C -5.5988 -4.1181 0.5657
C -6.2447 -3.5217 1.7925
C -7.7578 -3.5456 1.8172
O -8.0698 -2.3611 2.5663
C -7.0489 -1.4895 2.4207
O -7.0684 -0.3459 2.7372
O -5.9775 -2.1070 1.8552
H -5.6454 -3.4123 -0.2636
H -4.5458 -4.3161 0.7677
H -6.0669 -5.0537 0.2616
H -5.8378 -3.9766 2.6994
H -8.1655 -4.4247 2.3087
H -8.1948 -3.4530 0.8203
```

Calculated values
* strongest force on any atom: 0.017 Eh/bohr
* total charge: +1
* LUMO: -3.555 eV
* electronic energy: -63963.3198 eV
* orbital gap: 9.1 eV